Molecular formula: C32H30ClCoN6O6S3Se
Method: DFT, wB97M-V/def2-TZVPD

The calculation puts the molecular weight at 864.17 g mol⁻¹. As for the energy relative to the best compared isomer or geometry (same formula, charge and spin): 44.1 kcal/mol. The value obtained for the calculated total energy is -7456.1302 hartree. Its expectation value of S² is 3.8228. As for the multiplicity: 4. The total charge is -1. The calculation puts the orbital gap (alpha / beta) at 0.17124 / 0.24804 Eh.

Cartesian coordinates (Å):
Se (2.84044, -7.49912, 0.16490)
Co (0.41633, -0.43456, -0.10655)
Cl (-0.74575, 2.06768, 3.54539)
S (-1.23921, -2.08829, 2.31356)
S (2.50484, 0.71644, -0.79800)
S (3.85248, 3.19108, 0.02061)
O (0.16042, 3.23142, 3.49410)
O (-0.26582, -2.49263, 3.35340)
O (0.10364, 0.87842, 1.13658)
O (-1.93986, 2.41496, 2.70761)
O (-1.21113, 1.87532, 4.92995)
O (-1.04962, 0.23488, -1.01271)
N (1.99587, -6.53932, -1.09280)
N (0.16741, 2.13593, 0.69385)
N (1.53050, -1.48055, 1.04460)
N (1.36799, 2.76773, 0.59758)
N (3.02882, -6.09635, 1.26016)
N (0.57622, -1.89324, -1.33422)
C (-3.31320, 2.97260, -0.05377)
C (2.37309, 2.18859, 0.05628)
C (1.91654, -5.30635, -0.64936)
C (2.67032, 4.28052, -2.19644)
C (-3.15002, -0.68599, 3.76284)
C (-1.59359, -3.62279, 1.35340)
C (-4.45334, 2.56078, -0.69756)
C (1.32238, -4.22532, -1.39914)
C (1.20350, -2.96633, -0.74173)
C (-2.86157, -2.05647, 3.17601)
C (-0.93775, 2.83936, 0.50436)
C (0.15649, -2.01298, -2.57874)
C (-2.08109, 1.01680, -0.82801)
C (0.90063, 3.70324, -3.72782)
C (2.48789, -5.05872, 0.66502)
C (1.31790, 4.11396, -2.46936)
C (2.43736, -3.73856, 1.24697)
C (-4.43021, 1.36495, -1.41767)
C (3.18627, 3.60035, -4.45308)
C (3.13551, 4.65937, -0.82261)
C (2.87322, -2.06901, 2.91533)
C (1.72360, -2.74143, 0.53299)
C (-2.11386, 2.24087, -0.09116)
C (-0.84969, 4.32329, 0.66737)
C (0.86573, -4.31104, -2.70435)
C (-2.36966, -3.29383, 0.08417)
C (2.08549, -1.16901, 2.20126)
C (3.02396, -3.36574, 2.45171)
C (0.30210, -3.19094, -3.31003)
C (1.83143, 3.45285, -4.72263)
C (3.60064, 4.00775, -3.19723)
C (-3.27375, 0.63156, -1.48785)
H (-3.23251, -0.29888, -2.04187)
H (-3.24993, 0.06875, 2.98232)
H (-3.62407, -2.34616, 2.44982)
H (-0.32849, -1.14317, -3.00416)
H (-1.57965, 4.60275, 1.42661)
H (-3.34354, 3.87318, 0.54257)
H (-2.11710, -4.32382, 2.00391)
H (0.95718, -5.24809, -3.23798)
H (-5.36023, 3.14756, -0.63658)
H (-2.34242, -4.13380, -0.61142)
H (3.91844, 3.38542, -5.22139)
H (3.95358, 5.37849, -0.84385)
H (-2.76672, -2.81752, 3.95154)
H (0.12800, 4.59965, 1.04132)
H (-2.35440, -0.35809, 4.42958)
H (-4.07938, -0.71564, 4.33461)
H (1.50529, 3.12237, -5.70078)
H (-3.41473, -3.06618, 0.29874)
H (-0.15550, 3.56990, -3.92662)
H (-0.03261, -3.21896, -4.33649)
H (4.65563, 4.10072, -2.96741)
H (1.90201, -0.16735, 2.57216)
H (3.59124, -4.10248, 3.00519)
H (3.32641, -1.75486, 3.84310)
H (-1.93232, -2.42584, -0.41409)
H (-0.61115, -4.03119, 1.11888)
H (-5.32981, 1.00165, -1.89986)
H (0.58888, 4.29982, -1.68986)
H (2.32466, 5.01984, -0.19442)
H (-1.07665, 4.84979, -0.26073)